324
Properties=species:S:1:pos:R:3:forces:R:3 method="wB97M-V/def2-TZVPD" homo_lumo_gap_ev=8.12 homo_ha=-0.678 total_charge=+7 spin_multiplicity=1 energy_ev=-152871.1241
C -5.81374 -2.47897 -5.60740 -0.100 0.020 0.119
C -4.79394 -1.36046 -5.51247 0.229 1.859 -0.238
C -4.51019 -0.74068 -6.89554 0.770 -1.264 0.741
N -3.42309 0.29471 -6.99485 -0.598 0.502 3.668
C -2.15713 -0.21322 -6.24460 0.619 1.339 -3.089
C -1.07736 0.87093 -6.33189 0.345 0.074 0.621
C -1.49931 2.20733 -5.72366 -0.968 -0.774 -0.312
C -2.77801 2.71623 -6.35765 -0.999 -0.726 0.272
C -3.86138 1.60543 -6.27254 0.844 -0.308 -0.527
C -3.16445 0.53036 -8.36227 0.913 -0.146 -1.605
H -5.56294 -3.11677 -6.46183 -0.058 -0.337 0.430
H -6.83035 -2.10543 -5.79559 0.317 0.034 0.068
H -5.83719 -3.01353 -4.64149 0.013 -0.045 -0.657
H -3.86123 -1.60662 -5.02899 0.060 -0.750 0.143
H -5.17000 -0.53237 -4.88446 -0.113 -0.393 -0.055
H -5.43716 -0.41639 -7.28334 -0.859 1.113 -0.646
H -4.13424 -1.44489 -7.61599 -0.108 -1.000 -0.074
H -2.40521 -0.30756 -5.21829 -0.310 -0.746 0.839
H -1.72615 -1.07677 -6.83190 -1.067 0.371 1.110
H -0.30374 0.42285 -5.71279 0.478 0.175 0.013
H -0.64465 1.02316 -7.32392 -0.179 -0.266 -0.035
H -1.76187 2.05802 -4.69824 0.029 -0.332 0.994
H -0.72414 2.92872 -5.73554 0.908 0.718 -0.277
H -3.20161 3.53439 -5.76040 0.181 0.032 -0.308
H -2.67424 3.03421 -7.38932 0.090 0.270 -0.102
H -3.99377 1.29809 -5.22589 -0.331 0.301 -0.293
H -4.76845 1.93250 -6.79042 -0.040 -0.219 0.404
H -4.06595 0.79717 -8.88825 -0.215 0.221 -0.197
H -2.74900 -0.37696 -8.76640 -0.088 -0.474 -0.472
H -2.37923 1.24924 -8.46714 0.041 0.676 -0.249
C 3.51484 -9.41777 0.62479 0.371 0.823 -0.826
C 4.46084 -8.67588 -0.37438 -0.132 -0.152 0.334
C 4.14423 -7.20517 -0.59539 -0.959 0.404 0.847
N 4.95533 -6.43964 -1.60467 -0.920 0.688 -0.216
C 4.72700 -6.89674 -3.00769 1.019 1.031 -0.343
C 5.42817 -6.03396 -4.06107 -0.823 -0.060 -0.726
C 5.04792 -4.54308 -4.00387 2.018 -0.413 0.457
C 5.26349 -4.09171 -2.53460 -1.215 -0.504 -0.666
C 4.47088 -4.95892 -1.59442 1.080 -0.651 1.554
C 6.35855 -6.58953 -1.19856 0.303 -0.473 0.050
H 2.52377 -9.48011 0.17463 -0.170 0.130 0.256
H 3.48244 -8.86889 1.58235 -0.064 -0.594 -0.288
H 3.86679 -10.45394 0.70816 -0.003 0.427 0.380
H 4.38990 -9.19572 -1.31950 0.260 -0.253 -0.315
H 5.46663 -8.75481 0.02472 0.229 -0.181 -0.152
H 4.26223 -6.63841 0.34694 0.026 -0.244 -0.344
H 3.10694 -7.05326 -0.87923 -0.249 -0.120 -0.154
H 3.67782 -6.76188 -3.15145 -0.858 -0.719 -0.186
H 5.15961 -7.86439 -3.15918 -0.524 -0.934 0.297
H 5.09376 -6.50772 -5.01530 0.466 0.442 0.494
H 6.50268 -6.16029 -3.99365 0.230 -0.006 -0.051
H 4.04850 -4.37909 -4.37662 -0.446 0.131 0.129
H 5.76404 -3.98945 -4.65129 -0.632 -0.247 0.290
H 4.74962 -3.17374 -2.37378 0.143 1.340 0.084
H 6.30193 -4.00799 -2.25148 0.230 0.148 -0.062
H 3.41471 -4.86152 -1.81526 -0.285 -0.750 -0.255
H 4.53954 -4.65704 -0.53516 0.309 0.138 -0.480
H 6.39820 -6.40610 -0.12419 0.238 -0.312 -0.097
H 6.98738 -5.87543 -1.68018 0.341 0.401 -0.427
H 6.66647 -7.60702 -1.50532 0.037 0.575 0.544
C 7.73484 0.32153 4.25301 0.359 0.328 -0.018
C 6.79933 1.59071 4.29558 1.334 -1.152 -0.559
C 5.97847 1.63086 3.03450 0.597 -1.452 -1.101
N 4.75549 2.48925 3.01863 -0.024 -0.249 -0.923
C 4.85525 3.84410 3.53863 0.393 1.841 -0.007
C 5.87506 4.76519 2.81379 -1.387 -2.492 -0.845
C 5.38202 5.08805 1.37917 -0.486 -0.396 2.039
C 5.05516 3.66388 0.77264 -0.256 2.931 -1.100
C 4.26162 2.68024 1.57967 0.979 -0.652 0.801
C 3.74093 1.75027 3.79818 -2.183 0.877 0.290
H 8.45695 0.29088 3.39563 -0.576 0.316 0.799
H 7.14947 -0.61169 4.17350 0.013 0.412 0.082
H 8.29915 0.29816 5.21447 -0.211 -0.071 -0.829
H 7.41491 2.46861 4.46433 0.011 0.206 -0.065
H 6.22543 1.41477 5.17368 -0.876 0.239 0.739
H 5.54730 0.64003 2.83629 0.251 0.165 0.276
H 6.62044 1.70003 2.12378 -0.471 0.895 0.651
H 5.14876 3.82221 4.57981 -0.391 -0.160 0.333
H 3.85536 4.25984 3.36302 0.090 0.042 0.734
H 6.75829 4.13387 2.78051 0.678 0.500 -0.132
H 5.97991 5.55627 3.48708 0.598 1.571 0.618
H 6.19533 5.58805 0.88027 0.253 -0.161 -0.660
H 4.58977 5.86532 1.44180 -0.051 -0.839 -0.103
H 6.06641 3.44819 0.46481 -0.045 -1.332 -0.403
H 4.38086 3.85382 -0.09881 0.916 -0.415 0.140
H 4.30265 1.68233 1.16893 -0.200 -0.343 -0.410
H 3.25385 3.04933 1.63105 -0.582 -0.093 0.341
H 3.98379 1.65179 4.86070 0.313 0.356 -0.301
H 3.55871 0.77292 3.40061 0.271 -0.564 -0.575
H 2.77024 2.30185 3.70714 0.696 -0.349 0.378
C -4.43059 -7.47475 1.82944 0.835 -1.257 0.819
C -4.15525 -7.13695 0.39351 -0.585 0.226 -0.656
C -2.67475 -6.78983 0.21042 -1.183 -0.256 0.812
N -2.20837 -6.65685 -1.20144 -0.318 0.488 0.497
C -0.85284 -6.03278 -1.14015 0.457 -0.262 0.825
C -0.19664 -5.75574 -2.45679 -0.025 0.758 -0.133
C -1.10924 -4.84121 -3.24910 -1.918 0.100 -0.341
C -2.57065 -5.44904 -3.33225 1.734 0.108 -0.052
C -3.11183 -5.77531 -1.97417 -1.518 0.200 0.931
C -2.21247 -7.97640 -1.73598 1.216 -2.769 -1.214
H -4.38480 -6.63915 2.48062 -0.006 1.064 0.563
H -3.60359 -8.13897 2.17217 -0.765 0.081 0.015
H -5.39361 -7.96993 2.00898 0.334 0.076 -0.310
H -4.83901 -6.30187 0.09430 0.544 -0.874 -0.159
H -4.35461 -8.08366 -0.12380 -0.313 0.517 -0.470
H -2.14736 -7.66598 0.61789 0.334 0.854 0.152
H -2.47846 -5.84798 0.71181 0.496 -0.050 0.245
H -0.93979 -5.09229 -0.58060 -0.129 -0.348 -0.040
H -0.28460 -6.70216 -0.49835 0.267 0.061 0.001
H 0.72727 -5.23501 -2.17518 0.022 -0.169 -0.237
H 0.04170 -6.63963 -3.02792 0.178 -0.391 -0.119
H -1.23861 -3.85831 -2.76866 0.343 -0.189 -0.013
H -0.84690 -4.66671 -4.29271 0.543 -0.033 0.142
H -3.18863 -4.72086 -3.82780 -0.477 0.149 -0.115
H -2.51684 -6.34594 -3.95885 -0.256 0.082 0.057
H -3.19911 -4.93085 -1.27424 -0.131 0.369 -0.734
H -4.11615 -6.27020 -1.97643 0.897 0.420 -0.293
H -1.78203 -8.71250 -1.04733 0.313 0.449 -0.023
H -1.66230 -8.06089 -2.67140 0.014 0.226 0.034
H -3.18279 -8.38333 -1.92264 -0.881 0.333 -0.139
C -1.77045 5.10791 2.01514 -0.347 0.731 -0.148
C -3.04147 4.29260 1.88272 1.249 -1.243 0.370
C -4.07911 5.13404 1.20851 -1.278 0.870 0.162
N -5.33428 4.42265 0.81386 -0.431 -3.056 0.298
C -4.97009 3.20033 -0.01342 0.613 -0.715 -0.165
C -4.40520 3.58172 -1.37094 -0.698 -0.371 0.405
C -5.42494 4.38635 -2.15922 0.055 -0.536 -0.306
C -5.86413 5.55078 -1.34454 0.451 2.045 -0.274
C -6.31408 5.13954 -0.01838 -1.108 0.432 1.136
C -6.04939 3.94052 2.05805 0.891 0.333 0.438
H -0.95515 4.51477 2.42367 0.114 0.090 -0.142
H -2.00559 5.90652 2.69955 0.373 0.511 0.399
H -1.53550 5.59664 1.05215 0.301 -0.406 0.339
H -3.30103 3.92295 2.88262 -0.387 0.308 -0.137
H -2.71055 3.37746 1.36776 -0.658 0.319 -0.374
H -3.70378 5.56062 0.29049 0.275 0.208 -0.065
H -4.43247 5.95803 1.86427 0.489 -0.296 -0.337
H -4.26141 2.53375 0.53398 -0.807 0.671 -0.260
H -5.90938 2.68692 -0.15956 -0.210 -0.372 0.031
H -3.49527 4.12154 -1.21631 0.772 0.571 -0.066
H -4.12817 2.66264 -1.87318 0.062 -0.205 -0.152
H -5.00369 4.66515 -3.10441 0.218 0.382 -0.551
H -6.27377 3.76030 -2.39747 -0.326 -0.365 -0.026
H -5.04343 6.27475 -1.24770 -0.007 -0.040 -0.055
H -6.71460 6.17882 -1.64449 0.232 -0.409 -0.907
H -6.67645 5.96073 0.55816 0.037 0.986 0.512
H -7.22568 4.54686 -0.13061 0.356 -0.624 0.161
H -5.44288 3.12430 2.49789 -0.346 0.775 -0.011
H -7.06325 3.56976 1.92020 0.146 0.047 -0.684
H -6.11167 4.84715 2.67120 0.029 -0.524 0.373
C 1.89316 3.80361 -10.39747 0.181 -1.040 0.814
C 3.17591 3.64246 -9.49911 -0.061 0.307 -1.606
C 3.82159 2.34700 -10.01181 1.023 1.201 1.040
N 5.08345 2.00607 -9.24108 -0.884 -1.169 0.319
C 5.89100 3.24099 -9.04514 2.050 -1.237 0.536
C 5.87004 0.84786 -9.95198 1.130 1.776 -0.701
C 6.37577 -0.02460 -8.85234 -1.022 -1.769 -0.485
C 5.06576 -0.18121 -7.99180 1.442 1.471 -1.074
C 4.74361 1.36010 -7.86762 0.135 -0.810 -0.916
H 1.47225 4.79809 -10.36232 -0.269 0.077 0.288
H 1.18153 3.00736 -10.09214 -0.014 0.771 -0.015
H 2.05784 3.58160 -11.45819 0.504 0.159 0.216
H 3.00564 3.58993 -8.41605 -0.398 0.077 -0.280
H 3.85292 4.50608 -9.68572 -0.479 -0.596 0.126
H 4.20106 2.54349 -11.00921 -0.516 -0.482 -0.410
H 3.13861 1.52323 -9.86772 -0.074 -0.378 -0.577
H 6.85327 2.85521 -8.68275 0.009 0.218 -0.069
H 5.55555 3.89214 -8.24354 -0.604 -0.019 -0.335
H 6.12714 3.73758 -9.97636 -0.459 0.193 -0.213
H 6.67558 1.30919 -10.59199 -0.933 -0.402 0.597
H 5.19308 0.27550 -10.57649 -0.334 0.302 -0.141
H 7.13492 0.45332 -8.27746 0.762 0.222 0.420
H 6.77137 -0.97104 -9.32806 -0.395 0.933 0.828
H 5.28945 -0.56522 -7.01132 -0.187 -0.362 0.295
H 4.36133 -0.81876 -8.56854 0.053 0.701 0.675
H 5.42480 1.86996 -7.18518 -0.228 -0.446 0.303
H 3.71069 1.55788 -7.62986 -0.230 0.306 0.102
C 1.56316 -1.13750 -3.11880 -0.701 0.877 0.852
C 0.96744 -0.42500 -1.85339 2.012 -0.493 0.259
C 0.36799 -1.43396 -0.88423 0.111 1.375 0.117
N -0.10313 -0.80788 0.46797 -0.049 -0.248 -1.384
C 1.02987 -0.29359 1.28971 -0.516 0.004 1.115
C -1.15038 0.17517 0.13727 -0.624 0.522 1.245
C -1.87137 0.36784 1.52867 0.661 0.338 -1.174
C -1.92123 -1.09505 2.08504 0.949 1.623 -0.086
C -0.91062 -1.83942 1.19341 -0.948 0.001 0.168
H 2.40736 -0.55978 -3.49280 -0.128 -0.064 -0.206
H 0.80524 -1.31053 -3.89567 0.194 0.203 0.183
H 1.91502 -2.08060 -2.79523 0.673 -1.153 0.113
H 0.22371 0.21194 -2.22859 -1.066 1.300 -0.153
H 1.78782 0.13542 -1.32959 -0.705 -0.398 -0.646
H 1.09305 -2.19452 -0.66952 0.065 -0.530 0.282
H -0.53170 -1.77034 -1.38729 -0.246 -0.633 0.359
H 1.55831 0.44361 0.69470 0.471 -0.395 -0.098
H 1.54156 -1.22962 1.55524 0.644 0.823 -0.041
H 0.70728 0.24864 2.23792 -0.085 -0.967 -1.143
H -0.79216 1.01828 -0.44958 0.211 0.267 0.573
H -1.72836 -0.39479 -0.55062 -1.235 -0.070 -0.521
H -1.29289 1.09736 2.14145 -0.256 -0.887 -0.142
H -2.85038 0.80746 1.42582 -0.462 0.044 -0.309
H -1.54768 -1.00457 3.11024 -0.238 -0.489 -0.118
H -2.92215 -1.52393 2.06097 0.179 -0.024 0.005
H -0.26459 -2.44266 1.78728 0.052 -0.061 0.148
H -1.41142 -2.42623 0.41190 0.155 0.091 0.386
C 5.69793 -1.01175 9.31633 -0.153 1.324 -0.090
O 5.59375 -2.01324 8.34087 -0.592 -0.141 -0.516
C 6.72156 -2.37250 7.57052 0.062 0.726 0.564
C 6.24459 -3.61109 6.87986 -0.557 -1.633 0.228
N 4.78377 -3.40971 6.40237 1.910 0.165 0.990
H 4.46702 -4.28098 5.99033 -0.289 -0.105 0.054
H 4.17637 -3.10326 7.17404 0.174 -0.632 0.389
C 4.63609 -2.30150 5.45822 -0.732 0.957 0.307
C 3.15878 -2.21562 5.23140 -0.631 -0.186 0.133
O 2.48073 -2.00991 6.46688 0.196 -0.297 0.082
C 2.54149 -0.64515 6.91695 1.490 -0.962 -1.405
H 5.21375 -1.31762 10.21544 -0.012 -0.616 0.735
H 5.17569 -0.08446 9.05419 -0.102 -0.121 -0.568
H 6.70648 -0.69642 9.48737 0.774 -0.192 0.325
H 7.56236 -2.55513 8.23873 0.174 -0.421 -0.116
H 7.06739 -1.59694 6.88028 -0.308 0.213 -0.099
H 6.26843 -4.44892 7.61854 -0.448 0.594 -0.606
H 6.80624 -3.96615 6.00991 0.040 0.454 0.116
H 5.11799 -2.54983 4.56255 0.915 -0.115 -1.371
H 5.01346 -1.37321 5.89239 0.279 -0.366 0.024
H 2.89625 -3.18217 4.80293 -0.758 -0.070 0.121
H 2.83130 -1.47935 4.51969 0.191 0.489 -0.517
H 3.56138 -0.38500 7.19890 0.073 0.010 0.373
H 1.89619 -0.57903 7.74251 -0.681 0.350 0.959
H 2.30030 -0.02413 6.07116 -0.671 0.633 -0.163
C -3.60169 -4.23198 5.19884 -0.416 -0.118 -1.607
O -2.64729 -3.21905 4.83146 0.751 -0.968 1.115
C -1.37619 -3.65495 5.44138 -0.953 0.992 -2.155
C -0.47604 -2.48326 5.48108 -0.104 2.143 0.987
N -1.24332 -1.19052 5.90382 2.168 0.020 0.643
H -0.82619 -0.45115 5.24866 -0.706 -0.012 0.709
H -2.21931 -1.37481 5.70055 -0.378 0.088 -0.042
C -1.03376 -0.80397 7.42088 0.366 -0.127 -1.254
C -1.34395 -1.97514 8.32634 1.370 0.606 0.367
O -2.61163 -2.43691 8.16149 -1.828 -1.204 0.270
C -2.87499 -3.55058 9.08279 0.481 1.708 0.332
H -3.78187 -4.25502 6.26970 -0.028 0.054 0.110
H -3.22628 -5.20841 4.83860 -0.161 0.247 0.381
H -4.54004 -4.04840 4.63110 0.558 0.106 0.562
H -0.88538 -4.33856 4.74687 -0.209 -0.622 0.345
H -1.59935 -4.02756 6.40805 -0.010 -0.664 0.870
H 0.02661 -2.25873 4.55647 -0.208 -0.005 -0.705
H 0.32593 -2.56884 6.19432 0.213 -0.379 0.300
H -1.62131 0.06819 7.66674 -0.577 0.092 -0.349
H 0.01289 -0.45255 7.55887 -0.750 -0.610 -0.390
H -1.18515 -1.63778 9.36523 0.212 -0.043 -0.154
H -0.64522 -2.78190 8.11129 0.495 -0.191 0.202
H -2.72774 -3.20979 10.13321 -0.220 -0.154 -0.668
H -2.20041 -4.36433 8.90534 0.522 -0.503 -0.282
H -3.87891 -3.86907 8.92403 -0.701 -0.102 -0.084
C -6.12170 1.41178 4.63206 0.725 0.755 0.260
O -7.21309 2.31622 4.80036 0.023 -0.303 0.452
C -8.44696 1.61876 4.94675 0.002 -0.531 0.861
C -9.51512 2.60218 5.44803 0.543 0.249 -1.115
N -9.45158 2.95331 6.90699 0.552 1.164 1.041
H -10.03966 3.79469 6.98943 -0.323 0.083 0.013
H -9.87863 2.26008 7.54342 0.496 0.052 -0.512
C -8.12464 3.58869 7.52116 -0.874 0.245 -1.401
C -7.96380 4.98093 6.84238 1.000 -1.135 -0.429
O -9.19730 5.54701 6.93465 -2.193 1.832 -1.250
C -9.49129 6.66281 6.01191 -0.089 -0.447 0.101
H -6.14274 0.55352 5.31472 -0.210 0.204 0.001
H -5.19440 1.99102 4.83861 -0.586 -0.384 -0.136
H -6.07612 1.04472 3.61003 -0.085 -0.187 -0.238
H -8.34957 0.83125 5.71100 0.183 -0.041 -0.151
H -8.63405 1.10115 3.99590 -0.749 0.318 0.200
H -10.56181 2.36557 5.22697 0.361 -0.476 0.093
H -9.30983 3.50415 4.86616 -0.159 0.309 0.438
H -7.34226 2.94609 7.18805 0.686 -0.493 0.344
H -8.24917 3.68981 8.61091 -0.101 -0.310 -0.557
H -7.57247 4.90841 5.79014 -0.506 -0.230 0.654
H -7.22789 5.56196 7.38048 0.445 0.072 0.402
H -10.44870 7.10847 6.27847 -0.107 -0.565 0.101
H -9.49993 6.36644 4.93856 0.007 -0.261 0.757
H -8.79912 7.47880 6.11906 0.743 0.108 0.260
C -1.57459 7.16219 -5.60486 0.862 0.713 0.328
O -0.49349 7.48918 -4.71136 -0.295 0.268 0.524
C 0.63800 8.17947 -5.23950 -1.192 0.951 -0.355
C 0.97303 9.30093 -4.16285 -0.711 -1.925 -1.420
N 0.81826 8.62380 -2.79717 -0.762 0.800 -0.159
H 0.77940 9.32067 -2.02708 -0.075 -0.309 -0.697
H -0.08253 8.08577 -2.79125 0.451 0.621 -0.242
C 1.86895 7.62245 -2.43917 -1.490 1.155 0.877
C 1.43297 6.98141 -1.12718 -0.330 -0.109 0.294
O 0.14233 6.42468 -1.30008 -0.533 -1.264 -0.300
C 0.11971 5.04043 -1.75780 0.016 0.525 0.194
H -1.14853 6.49876 -6.31124 -0.005 -0.903 -1.041
H -1.93793 8.04927 -6.12667 -0.163 0.001 0.181
H -2.34926 6.66790 -5.02956 -0.037 0.128 0.080
H 0.37264 8.69225 -6.23065 0.552 -0.636 1.353
H 1.42130 7.43547 -5.40415 0.260 0.344 -0.020
H 0.20091 10.06904 -4.33809 0.549 -0.140 0.748
H 1.98903 9.64122 -4.36251 -0.107 0.284 0.589
H 2.74873 8.22291 -2.42041 1.193 -0.325 0.101
H 1.80947 6.84447 -3.16394 0.479 -0.353 -0.824
H 1.30636 7.60820 -0.21892 0.640 0.085 -0.781
H 2.17194 6.21247 -0.96309 0.284 -0.371 0.586
H 0.87997 4.45797 -1.22495 0.045 0.126 -0.272
H 0.21238 4.99220 -2.83897 0.515 0.014 -0.211
H -0.83758 4.55059 -1.57308 -0.162 0.552 0.441
O 5.60817 -2.51416 0.56900 0.964 -0.378 0.465
C 4.61913 -1.61121 0.62244 -1.934 2.586 0.266
O 4.89740 -0.72138 1.55383 -1.504 -1.164 -1.782
O 3.61961 -1.67731 -0.18023 2.323 -0.165 1.947
H 6.15749 -2.07033 1.27759 -0.120 -1.041 -0.920
O -1.39088 1.94125 5.30276 0.068 0.528 0.191
C -0.13227 1.94918 4.64860 -0.596 0.108 -1.391
O 0.57718 2.91643 4.42870 -0.543 1.540 0.945
O 0.07183 0.82714 4.17461 0.439 -3.013 0.255
H -1.86203 2.77968 5.24554 0.595 0.326 0.246
O -5.02108 0.53492 -1.94729 -0.072 0.582 0.411
C -3.76907 0.06377 -2.33414 -0.415 0.297 -1.220
O -3.52131 -1.10963 -2.54079 -0.633 -2.314 0.779
O -3.03291 0.99601 -2.61043 1.877 2.566 -0.273
H -5.59411 -0.13255 -1.60936 -0.470 -1.232 0.144
O 1.79443 -3.98524 0.43396 0.161 0.315 0.877
C 0.93557 -3.95147 1.58398 1.772 -0.893 -0.849
O 1.29107 -3.27259 2.56842 0.409 0.073 -0.029
O -0.04670 -4.62910 1.37797 -1.823 -0.802 0.402
H 2.55256 -3.42557 0.64461 0.268 0.328 -0.215